# C4H3O5Rb

A structure of composition C4H3O5Rb (ωB97M-V/def2-TZVPD, OMol25).

CARTESIAN COORDINATES (ANGSTROEM)
C1 -0.07 0.84 -0.05
C2 0.69 -0.01 0.64
O1 0.35 -1.39 0.68
C3 0.72 -2.12 1.72
O2 1.59 -1.85 2.51
O3 -0.20 -3.07 1.92
H1 -0.09 1.80 0.49
H2 1.45 0.21 1.39
H3 -0.17 -3.34 2.84
O4 0.83 3.25 -3.68
O5 -1.24 2.26 -3.46
C4 -0.12 2.63 -3.45
Rb1 -3.75 0.80 -1.54

The energy relative to the best compared isomer or geometry (same formula, charge and spin) is 76.9 kcal/mol. For the HOMO energy (alpha / beta), the calculation gives -5.92 / -5.92 eV. The frontier orbital gap (alpha / beta) comes out at 0.170 / 0.170 Ha. As for the LUMO energy (alpha / beta): -1.3 / -1.3 eV. The value obtained for the total energy is -554.416358 Ha.

# C8H17N2S

The ion C8H17N2S with charge +1 (ωB97M-V/def2-TZVPD, OMol25).

CARTESIAN COORDINATES (ANGSTROEM)
C1 0.73 2.26 -0.80
C2 1.16 0.02 0.06
C3 -2.95 -1.04 -1.30
C4 -1.60 1.16 1.58
C5 3.66 0.06 -0.20
C6 2.29 -1.98 0.31
C7 -2.85 -0.47 0.12
C8 -1.59 0.29 0.34
N1 0.97 1.36 0.02
N2 2.34 -0.57 0.06
S1 -0.28 -1.00 0.28
H1 0.93 2.45 -1.90
H2 0.35 3.28 -0.48
H3 -2.77 -0.18 -1.94
H4 -2.33 -1.91 -1.51
H5 -3.87 -1.47 -1.61
H6 -1.35 0.47 2.37
H7 -2.53 1.45 1.82
H8 -0.88 2.02 1.56
H9 4.38 -0.45 0.25
H10 3.93 0.26 -1.17
H11 3.58 1.14 0.23
H12 1.59 -2.35 -0.29
H13 3.27 -2.32 -0.06
H14 1.94 -2.30 1.28
H15 -2.89 -1.22 0.91
H16 -3.75 0.19 0.58
H17 -1.49 0.86 -0.50

The energy relative to the best compared isomer or geometry (same formula, charge and spin) is 66.0 kcal/mol. For the HOMO energy, the calculation gives -13.63 eV. As for the net charge: +1. The frontier orbital gap comes out at 0.361 Ha. As for the LUMO energy: -3.8 eV. The value obtained for the total energy is -822.371523 Ha.

Repeat the first record exactly.
# C4H3O5Rb

A structure of composition C4H3O5Rb (ωB97M-V/def2-TZVPD, OMol25).

CARTESIAN COORDINATES (ANGSTROEM)
C1 -0.07 0.84 -0.05
C2 0.69 -0.01 0.64
O1 0.35 -1.39 0.68
C3 0.72 -2.12 1.72
O2 1.59 -1.85 2.51
O3 -0.20 -3.07 1.92
H1 -0.09 1.80 0.49
H2 1.45 0.21 1.39
H3 -0.17 -3.34 2.84
O4 0.83 3.25 -3.68
O5 -1.24 2.26 -3.46
C4 -0.12 2.63 -3.45
Rb1 -3.75 0.80 -1.54

The energy relative to the best compared isomer or geometry (same formula, charge and spin) is 76.9 kcal/mol. For the HOMO energy (alpha / beta), the calculation gives -5.92 / -5.92 eV. The frontier orbital gap (alpha / beta) comes out at 0.170 / 0.170 Ha. As for the LUMO energy (alpha / beta): -1.3 / -1.3 eV. The value obtained for the total energy is -554.416358 Ha.